DFT (ωB97M-V/def2-TZVPD) results for a cluster of 10 separate species, C36H76BrO10PSi in total in a non-equilibrium geometry.

Geometry as XYZ:
```
125
Properties=species:S:1:pos:R:3:forces:R:3:mulliken_charge:R:1
C 5.32594 4.60799 2.58498 -1.0 -0.2 0.0 -1.193
C 4.53427 4.50414 3.91522 0.7 0.4 0.2 -0.167
C 4.64634 3.12899 4.61860 0.6 -0.3 -0.8 -0.732
C 4.51838 1.88742 3.67771 -0.2 0.1 0.4 -0.667
Si 2.74996 1.24308 3.33999 1.0 -0.7 1.0 -0.382
C 1.39172 1.88147 4.50905 -0.7 0.7 0.2 0.652
C 1.60304 1.39206 5.99115 -0.1 -0.6 -0.7 -1.419
C 1.12826 3.42357 4.49941 -0.4 -0.5 -0.2 -1.210
C 0.83598 4.05674 3.11656 -0.4 0.4 0.3 -0.540
C -0.46006 3.51605 2.43474 0.7 0.1 0.4 -0.592
P 2.24461 1.52990 1.17234 -0.7 1.3 -1.6 0.449
O 3.58734 2.16532 0.35257 -0.9 -0.9 0.7 -0.566
Br 1.89020 -0.57244 0.35798 0.5 0.3 0.3 -0.321
H 4.83136 3.96437 1.83687 0.5 0.1 0.2 0.152
H 5.22626 5.62861 2.18368 0.3 -0.3 0.2 0.419
H 6.38299 4.32919 2.69179 -0.3 0.1 0.0 0.330
H 4.97945 5.24502 4.60592 -0.3 -0.2 -0.2 0.426
H 3.50825 4.84495 3.72660 0.1 -0.3 0.1 0.079
H 5.66152 3.08793 5.05529 -0.3 0.0 -0.1 0.527
H 3.95354 2.99429 5.46000 0.1 0.4 -0.2 0.243
H 5.06250 1.06346 4.17511 -0.4 0.1 -0.3 0.370
H 5.01472 2.02142 2.70271 0.0 0.2 0.4 0.463
H 2.80481 -0.21532 3.52719 -0.1 0.1 -0.2 -0.191
H 0.44350 1.40484 4.18659 0.4 0.2 -0.2 0.437
H 0.96140 0.51215 6.15803 0.3 0.2 0.0 0.265
H 2.63722 1.05551 6.16229 -0.3 0.3 0.2 0.360
H 1.28798 2.15030 6.72001 0.3 0.0 -0.2 0.381
H 0.21478 3.58807 5.10449 0.3 -0.1 -0.1 0.559
H 1.93520 3.92448 5.05227 -0.1 0.0 -0.4 0.508
H 0.63357 5.12786 3.30710 0.2 -0.3 0.0 0.430
H 1.70851 4.05917 2.43522 -0.3 -0.3 0.2 0.188
H -1.20559 3.28956 3.21904 0.2 0.4 -0.6 0.153
H -0.30140 2.60206 1.84840 0.1 0.1 0.3 -0.236
H -0.80556 4.28677 1.72719 -0.2 -0.3 0.3 0.511
H 4.27603 1.50534 0.25242 0.5 -0.1 0.1 0.343
C 0.79172 1.20512 -5.02512 0.1 0.2 -0.2 -1.095
C 1.79708 1.88747 -4.13392 0.1 0.2 0.0 0.775
C 2.03565 1.28182 -2.77676 0.3 0.2 0.0 -0.210
O 2.38919 2.87996 -4.49669 0.0 -0.1 0.0 -0.607
H 0.71957 1.74418 -5.96862 0.0 0.0 0.0 0.315
H 1.10810 0.17996 -5.22738 -0.2 -0.1 0.1 0.287
H -0.18903 1.20054 -4.54608 0.0 -0.2 0.0 0.215
H 2.40596 0.26044 -2.88948 -0.2 -0.1 0.1 0.282
H 1.11053 1.28040 -2.19754 0.0 -0.2 0.0 -0.152
H 2.78084 1.86959 -2.24203 -0.1 0.0 0.0 0.215
C 5.04102 -0.05802 -5.92511 -0.2 -0.1 -0.1 -1.129
C 4.99071 -0.87094 -4.65887 -0.1 -0.1 0.0 0.838
C 5.99079 -0.53898 -3.58330 -0.1 -0.2 0.2 -1.200
O 4.17612 -1.75460 -4.50991 0.1 0.2 0.1 -0.475
H 4.26708 -0.40483 -6.60817 0.0 0.0 0.0 0.267
H 4.86435 0.99548 -5.69894 0.2 0.0 0.0 0.312
H 6.01347 -0.17694 -6.40582 0.0 0.2 0.1 0.396
H 5.85572 0.49366 -3.25619 0.2 0.1 -0.1 0.314
H 7.00490 -0.67931 -3.96087 0.0 0.2 0.0 0.384
H 5.83828 -1.20064 -2.73186 0.0 0.0 0.0 0.285
C 2.80376 -4.30467 -5.52347 -0.2 0.2 -0.2 -0.885
C 1.37478 -4.74771 -5.68975 -0.1 0.1 -0.1 0.794
C 1.08159 -6.21543 -5.51965 -0.3 0.0 0.0 -0.850
O 0.49436 -3.95681 -5.94911 0.0 0.0 0.0 -0.584
H 2.86924 -3.23184 -5.67089 0.0 0.0 0.0 0.148
H 3.15272 -4.54159 -4.51738 0.1 -0.1 -0.1 0.284
H 3.43513 -4.80210 -6.26286 0.1 -0.1 0.1 0.386
H 1.35642 -6.53720 -4.51315 0.2 -0.1 -0.1 0.082
H 1.63868 -6.79430 -6.25813 0.1 -0.1 0.1 0.331
H 0.01621 -6.39096 -5.66677 0.0 0.0 0.0 0.306
C -5.44175 2.48258 4.69068 0.2 0.2 0.2 -1.267
C -4.48230 2.28464 3.54604 0.2 0.1 -0.2 0.632
C -4.91700 1.38053 2.42610 0.2 0.2 0.0 -0.144
O -3.40259 2.83398 3.52692 -0.1 0.0 0.1 -0.527
H -4.99873 3.15671 5.42227 0.0 0.0 0.0 0.332
H -6.37152 2.92112 4.32499 -0.1 -0.2 0.0 0.328
H -5.64828 1.52569 5.17268 -0.2 0.0 -0.1 0.334
H -5.82371 1.77485 1.96314 -0.1 -0.1 0.1 0.343
H -5.09955 0.37525 2.80368 -0.2 0.0 -0.1 0.355
H -4.13271 1.33344 1.67470 0.0 0.0 0.0 -0.358
C -0.09848 -7.74905 -0.76216 0.2 0.2 0.1 -1.094
C 0.57408 -8.30724 -1.98878 0.2 0.1 -0.1 0.888
C -0.17522 -9.35208 -2.77310 0.2 0.0 -0.2 -1.143
O 1.67164 -7.93110 -2.33052 0.0 0.0 0.0 -0.561
H 0.55214 -7.00962 -0.29833 0.0 0.0 0.0 0.291
H -1.03790 -7.26770 -1.03925 -0.1 -0.1 0.1 0.299
H -0.28984 -8.54938 -0.04542 -0.2 0.0 0.0 0.333
H -1.11800 -8.93985 -3.13678 -0.1 -0.1 0.1 0.311
H -0.36988 -10.22200 -2.14374 -0.2 0.1 0.0 0.391
H 0.42497 -9.66288 -3.62654 0.0 0.0 0.0 0.288
C 0.96228 -3.33741 4.57834 0.0 0.2 -0.2 -1.074
C 1.97585 -2.67433 5.47329 0.1 0.2 -0.1 0.805
C 2.19814 -3.27846 6.83509 0.2 0.2 0.1 -1.222
O 2.58620 -1.69440 5.11076 0.0 -0.3 0.3 -0.425
H 0.90630 -2.79810 3.63367 0.0 0.0 0.0 0.209
H 1.25989 -4.36816 4.37868 -0.1 -0.1 0.1 0.366
H -0.02062 -3.32088 5.05252 0.0 -0.2 0.0 0.328
H 2.54942 -4.30661 6.73358 -0.2 -0.1 0.1 0.358
H 1.26899 -3.25955 7.40731 0.0 -0.2 0.0 0.342
H 2.95120 -2.70070 7.36837 0.0 0.0 0.0 0.296
C -2.09655 3.57673 -2.62870 -0.3 0.1 -0.1 -0.925
C -2.75469 2.77854 -1.53371 -0.2 -0.1 0.1 0.668
C -1.86271 1.95134 -0.65003 -0.2 -0.1 0.1 -0.073
O -3.95498 2.80025 -1.36981 0.0 0.0 -0.1 -0.498
H -2.85614 4.12326 -3.18560 0.0 0.0 0.0 0.316
H -1.39344 4.29119 -2.19758 0.2 -0.1 -0.1 0.330
H -1.57114 2.90835 -3.31303 0.2 0.1 0.1 0.057
H -1.14886 2.59170 -0.13270 0.2 -0.1 -0.1 -0.007
H -1.33071 1.20950 -1.25002 0.2 0.1 0.0 0.230
H -2.46903 1.43307 0.09096 0.0 0.0 0.0 -0.171
C -5.88948 -1.41451 -0.69120 -0.1 0.2 0.2 -1.068
C -4.79941 -1.94240 0.20341 0.0 0.1 0.1 0.878
C -3.94104 -3.05669 -0.33546 0.2 0.0 0.2 -1.182
O -4.61930 -1.48852 1.31096 0.0 -0.1 0.0 -0.505
H -6.42544 -0.61808 -0.17790 0.0 0.0 0.0 0.213
H -5.45656 -1.01222 -1.60850 -0.1 -0.1 -0.1 0.317
H -6.59263 -2.21317 -0.93308 0.1 0.0 -0.2 0.384
H -3.42393 -2.72570 -1.23766 -0.1 -0.1 -0.1 0.328
H -4.55967 -3.92677 -0.56154 0.0 0.0 -0.2 0.340
H -3.20009 -3.33613 0.41190 0.0 0.0 0.0 0.294
C -8.02803 3.70642 -4.63513 -0.2 -0.1 -0.2 -1.100
C -8.06850 2.89196 -3.36783 -0.1 -0.2 0.2 0.783
C -7.05496 3.22015 -2.30498 -0.2 -0.2 0.0 -0.727
O -8.88350 2.00999 -3.21427 0.0 0.0 -0.1 -0.566
H -8.81034 3.36380 -5.31054 0.0 0.0 0.0 0.307
H -8.19656 4.75991 -4.40614 0.2 0.0 0.0 0.317
H -7.06082 3.58445 -5.12541 0.0 0.2 0.1 0.302
H -7.18193 4.25273 -1.97498 0.2 0.0 -0.1 0.354
H -6.04598 3.07642 -2.69191 0.0 0.2 0.1 0.137
H -7.19861 2.55910 -1.45237 0.0 0.0 0.0 0.198
```
Positions in Å, forces in eV/Å.

Its HOMO-LUMO gap is 8.245 eV. The HOMO energy is -8.11 eV. Its structure (SMILES) is CCCC[Si@@H]([C@@H](C)CCC)P(O)Br.CC(C)=O.CC(C)=O.CC(C)=O.CC(C)=O.CC(C)=O.CC(C)=O.CC(C)=O.CC(C)=O.CC(C)=O.

---

DFT (ωB97M-V/def2-TZVPD) results for the molecule C4H6N2O2 in a non-equilibrium geometry.

Geometry as XYZ:
```
14
Properties=species:S:1:pos:R:3:forces:R:3:mulliken_charge:R:1
C 2.59978 -0.79861 0.64436 0.8 0.9 -0.9 -0.787
C 1.20458 -0.34551 0.37380 -4.4 -2.2 0.4 0.492
N 0.21533 -0.54539 1.26340 4.6 0.4 -1.0 -0.344
O -1.10827 -0.28733 0.92003 0.2 0.5 0.5 -0.174
C -1.20913 0.30915 -0.26308 0.5 -0.3 -1.1 0.589
C -2.50105 0.91850 -0.58953 -2.2 -1.6 0.8 -0.939
N -0.35826 0.24193 -1.21370 -1.8 2.1 -0.7 -0.280
O 0.93508 -0.08842 -0.99081 1.9 -1.1 2.5 -0.167
H 2.72249 -0.75176 1.77464 0.3 -0.5 -1.6 0.277
H 2.81966 -1.83117 0.08645 -0.5 2.3 1.6 0.242
H 3.22189 0.03824 0.10714 -0.6 -1.7 1.2 0.263
H -3.32904 0.13570 -0.36003 1.2 1.3 -0.7 0.225
H -2.83265 1.85465 -0.14181 0.6 -0.1 0.7 0.272
H -2.38041 1.15003 -1.61086 -0.5 0.0 -1.4 0.331
```
Positions in Å, forces in eV/Å.

Its HOMO-LUMO gap is 9.310 eV. Its energy above the lowest of the compared OMol25 structures with the same formula, charge and spin is 5.2561 eV. The HOMO energy is -8.77 eV. Its structure (SMILES) is CC1=NOC(C)=NO1.

---

DFT (ωB97M-V/def2-TZVPD) results for the molecule C3H4O in a non-equilibrium geometry.

Geometry as XYZ:
```
8
Properties=species:S:1:pos:R:3:forces:R:3:mulliken_charge:R:1
C -0.98014 0.72076 -0.36570 -1.2 2.0 0.1 0.291
C -0.22892 -0.56340 -0.37906 1.2 -1.1 0.5 -0.128
C 0.84537 -0.13940 0.48297 0.1 -0.6 -0.1 -0.899
O -1.13265 1.82191 0.00099 0.1 -0.9 -0.3 -0.335
H -0.88006 -1.33981 0.02300 -0.1 0.1 -0.1 0.233
H 0.03948 -0.82447 -1.39999 -0.2 0.2 -0.1 0.248
H 1.63448 0.47213 0.09217 0.1 0.2 -0.2 0.298
H 0.70244 -0.14772 1.54562 -0.1 0.1 0.3 0.293
```
Positions in Å, forces in eV/Å.

Its HOMO-LUMO gap (spin up / spin down) is 8.054 / 7.386 eV. Its energy above the lowest of the compared OMol25 structures with the same formula, charge and spin is 2.5815 eV. The HOMO energy (spin up / spin down) is -7.53 / -7.01 eV.